C7H12 | ωB97M-V with the def2-TZVPD basis set

Calculated values
HOMO   -9.27 eV
Structure (SMILES)   CC#CCCCC
Total charge   0
ΔE to the lowest compared entry with this formula, charge and spin   145.85 kJ/mol
Frontier orbital gap   10.3372 eV

Positions of all 19 atoms, in Å:
C (3.872, 0.004, 0.811)
C (2.652, -0.698, 0.412)
C (1.587, -0.945, -0.096)
C (0.285, -0.883, -0.766)
C (-0.756, -0.189, 0.126)
C (-1.984, 0.224, -0.678)
C (-3.079, 0.847, 0.186)
H (3.598, 0.829, 1.484)
H (4.304, 0.415, -0.109)
H (4.629, -0.615, 1.298)
H (-0.056, -1.871, -1.109)
H (0.421, -0.257, -1.662)
H (-1.040, -0.864, 0.943)
H (-0.299, 0.699, 0.592)
H (-2.381, -0.655, -1.205)
H (-1.663, 0.937, -1.453)
H (-3.411, 0.152, 0.968)
H (-2.725, 1.762, 0.677)
H (-3.952, 1.108, -0.419)

Charges obtained by Mulliken population analysis, quoted in units of e: number 1, C, carries -1.07; number 2, C, carries 0.64; number 3, C, carries -0.38; number 4, C, carries -0.66; number 5, C, carries -0.58; number 6, C, carries -0.33; number 7, C, carries -1.25; number 8, H, carries 0.26; number 9, H, carries 0.26; number 10, H, carries 0.30; number 11, H, carries 0.33; number 12, H, carries 0.24; number 13, H, carries 0.31; number 14, H, carries 0.34; number 15, H, carries 0.30; number 16, H, carries 0.30; number 17, H, carries 0.32; number 18, H, carries 0.31; number 19, H, carries 0.35

---

C7H12 | ωB97M-V with the def2-TZVPD basis set

Calculated values
HOMO   -9.67 eV
Structure (SMILES)   C[C@H]1[C@H]2CCC[C@@H]12
Total charge   0
ΔE to the lowest compared entry with this formula, charge and spin   57.73 kJ/mol
Frontier orbital gap   10.8084 eV

Positions of all 19 atoms, in Å:
C (1.185, 1.692, 0.332)
C (-0.259, 1.274, 0.515)
C (-1.187, 0.397, -0.308)
C (-0.818, -0.650, -1.344)
C (0.406, -1.388, -0.785)
C (0.326, -1.218, 0.754)
C (-0.660, -0.081, 1.023)
H (1.272, 2.583, -0.300)
H (1.597, 1.952, 1.317)
H (1.825, 0.913, -0.091)
H (-0.836, 2.082, 0.967)
H (-2.202, 0.783, -0.378)
H (-1.673, -1.340, -1.366)
H (-0.679, -0.284, -2.367)
H (0.406, -2.445, -1.074)
H (1.328, -0.955, -1.188)
H (1.316, -1.007, 1.177)
H (-0.031, -2.136, 1.230)
H (-1.315, -0.171, 1.886)

Charges obtained by Mulliken population analysis, quoted in units of e: number 1, C, carries -1.44; number 2, C, carries 0.04; number 3, C, carries -0.29; number 4, C, carries -0.69; number 5, C, carries -0.68; number 6, C, carries -0.85; number 7, C, carries -0.16; number 8, H, carries 0.36; number 9, H, carries 0.32; number 10, H, carries 0.32; number 11, H, carries 0.40; number 12, H, carries 0.37; number 13, H, carries 0.31; number 14, H, carries 0.36; number 15, H, carries 0.37; number 16, H, carries 0.24; number 17, H, carries 0.29; number 18, H, carries 0.37; number 19, H, carries 0.38

---

C7H12 | ωB97M-V with the def2-TZVPD basis set

Calculated values
HOMO   -8.63 eV
Structure (SMILES)   C=C/C=C/CCC
Total charge   0
ΔE to the lowest compared entry with this formula, charge and spin   272.01 kJ/mol
Frontier orbital gap   9.6102 eV

Positions of all 19 atoms, in Å:
C (-3.568, -1.283, -1.252)
C (-2.513, -0.569, -0.713)
C (-1.209, -0.001, -1.297)
C (-0.108, -0.024, -0.411)
C (1.261, 0.481, -0.569)
C (2.255, -0.048, 0.632)
C (2.091, 0.797, 1.877)
H (-3.757, -1.293, -2.354)
H (-4.379, -1.548, -0.573)
H (-2.587, -0.269, 0.398)
H (-1.521, 0.644, -2.147)
H (-0.344, -0.410, 0.594)
H (1.697, -0.068, -1.496)
H (1.215, 1.618, -0.597)
H (1.865, -1.031, 0.978)
H (3.283, -0.117, 0.249)
H (2.475, 1.805, 1.619)
H (2.804, 0.520, 2.723)
H (1.040, 0.797, 2.338)

Charges obtained by Mulliken population analysis, quoted in units of e: number 1, C, carries -0.72; number 2, C, carries -0.09; number 3, C, carries -0.48; number 4, C, carries -0.31; number 5, C, carries -0.17; number 6, C, carries -0.56; number 7, C, carries -1.05; number 8, H, carries 0.25; number 9, H, carries 0.26; number 10, H, carries 0.22; number 11, H, carries 0.31; number 12, H, carries 0.26; number 13, H, carries 0.25; number 14, H, carries 0.29; number 15, H, carries 0.31; number 16, H, carries 0.36; number 17, H, carries 0.30; number 18, H, carries 0.32; number 19, H, carries 0.25

---

C7H12 | ωB97M-V with the def2-TZVPD basis set

Calculated values
HOMO   -9.52 eV
Total charge   0
ΔE to the lowest compared entry with this formula, charge and spin   359.24 kJ/mol
Frontier orbital gap   10.4410 eV

Positions of all 19 atoms, in Å:
C (1.850, -1.111, -2.030)
C (0.550, -0.413, -1.635)
C (0.629, 0.243, -0.254)
C (-0.649, 0.970, 0.145)
C (-0.283, 1.996, 1.580)
C (-1.037, 1.021, 1.860)
C (-1.850, -0.019, 2.520)
H (2.684, -0.402, -2.070)
H (2.117, -1.891, -1.308)
H (1.772, -1.586, -3.013)
H (0.300, 0.343, -2.391)
H (-0.272, -1.141, -1.648)
H (1.465, 0.951, -0.221)
H (0.847, -0.523, 0.500)
H (-0.858, 1.826, -0.499)
H (-1.514, 0.309, -0.002)
H (-1.413, -1.012, 2.377)
H (-2.881, -0.031, 2.153)
H (-1.880, 0.176, 3.596)

Charges obtained by Mulliken population analysis, quoted in units of e: number 1, C, carries -1.25; number 2, C, carries -0.30; number 3, C, carries -0.57; number 4, C, carries -0.56; number 5, C, carries -1.14; number 6, C, carries 0.91; number 7, C, carries -1.08; number 8, H, carries 0.32; number 9, H, carries 0.32; number 10, H, carries 0.36; number 11, H, carries 0.30; number 12, H, carries 0.31; number 13, H, carries 0.32; number 14, H, carries 0.30; number 15, H, carries 0.40; number 16, H, carries 0.41; number 17, H, carries 0.31; number 18, H, carries 0.33; number 19, H, carries 0.31

---

C7H12 | ωB97M-V with the def2-TZVPD basis set

Calculated values
HOMO (alpha / beta)   -7.95 / -8.27 eV
Total charge   0
ΔE to the lowest compared entry with this formula, charge and spin   535.75 kJ/mol
Frontier orbital gap (alpha / beta)   8.3802 / 8.6994 eV

Positions of all 19 atoms, in Å:
C (-1.604, 0.770, 0.168)
C (-1.197, -0.641, -0.080)
C (-0.171, -0.768, -1.232)
C (0.902, -0.931, -0.172)
C (2.217, -0.779, -0.173)
C (0.370, 2.206, 0.354)
C (-0.128, -1.140, 0.922)
H (-2.195, 1.202, -0.652)
H (-0.743, 2.156, 0.394)
H (-2.163, 0.902, 1.105)
H (-2.084, -1.285, -0.173)
H (-0.318, -1.664, -1.842)
H (-0.088, 0.104, -1.890)
H (2.758, -0.547, -1.086)
H (2.795, -0.863, 0.744)
H (0.921, 2.157, -0.590)
H (1.003, 1.854, 1.174)
H (-0.015, -0.542, 1.833)
H (-0.258, -2.191, 1.198)

Charges obtained by Mulliken population analysis, quoted in units of e: number 1, C, carries -1.50; number 2, C, carries 0.54; number 3, C, carries -0.83; number 4, C, carries 0.43; number 5, C, carries -0.89; number 6, C, carries -0.83; number 7, C, carries -0.82; number 8, H, carries 0.42; number 9, H, carries 0.46; number 10, H, carries 0.42; number 11, H, carries 0.45; number 12, H, carries 0.28; number 13, H, carries 0.30; number 14, H, carries 0.26; number 15, H, carries 0.26; number 16, H, carries 0.23; number 17, H, carries 0.23; number 18, H, carries 0.30; number 19, H, carries 0.28

---

C7H12 | ωB97M-V with the def2-TZVPD basis set

Calculated values
HOMO (alpha / beta)   -6.97 / -7.68 eV
Total charge   0
ΔE to the lowest compared entry with this formula, charge and spin   611.04 kJ/mol
Frontier orbital gap (alpha / beta)   7.5692 / 8.7737 eV

Positions of all 19 atoms, in Å:
C (-2.603, 0.227, 0.111)
C (-1.292, -0.440, -0.246)
C (-0.305, 0.146, -1.102)
C (0.922, 0.000, -0.099)
C (2.186, -0.855, -0.336)
C (2.179, 0.600, -0.248)
C (0.459, 0.183, 1.306)
H (-3.284, 0.023, -0.734)
H (-2.542, 1.331, 0.233)
H (-3.128, -0.153, 1.002)
H (-1.066, -1.468, 0.080)
H (0.138, -0.434, -1.918)
H (-0.584, 1.161, -1.473)
H (2.392, -1.302, -1.321)
H (2.570, -1.462, 0.508)
H (2.631, 1.516, -0.545)
H (1.408, 0.865, 1.490)
H (-0.433, 0.806, 1.376)
H (0.354, -0.743, 1.915)

Charges obtained by Mulliken population analysis, quoted in units of e: number 1, C, carries -1.14; number 2, C, carries -0.33; number 3, C, carries -0.43; number 4, C, carries 1.03; number 5, C, carries -0.64; number 6, C, carries -1.15; number 7, C, carries -1.20; number 8, H, carries 0.34; number 9, H, carries 0.33; number 10, H, carries 0.33; number 11, H, carries 0.40; number 12, H, carries 0.31; number 13, H, carries 0.21; number 14, H, carries 0.24; number 15, H, carries 0.22; number 16, H, carries 0.46; number 17, H, carries 0.38; number 18, H, carries 0.37; number 19, H, carries 0.26